(1)
The ion C14H24F8N6OP with charge +1 at a distorted geometry. Source: the OMol25 dataset; level of theory: wB97M-V/def2-TZVPD.

Kohn-Sham gap	7.4	eV
charge	+1
structure (SMILES)	CC(C)Cn1c([C@H](C)F)c(P(N)O)[n+](CC(N)(N)N)c1C(F)(F)C(F)(F)C(F)(F)F
calculated total energy	-56905.47379	eV
molar mass	475.3	g mol⁻¹

Cartesian coordinates (Å):
C1 1.445 2.744 -0.842
C2 0.596 2.274 -2.203
C3 0.675 3.503 -3.268
C4 -0.964 1.882 -1.721
N1 -0.752 0.556 -1.021
C5 -0.493 -0.706 -1.878
C6 -0.569 -0.724 -3.502
C7 -2.106 -0.365 -4.085
F1 -0.298 -1.994 -4.192
C8 -0.164 -1.880 -0.756
P1 0.296 -3.712 -1.072
N2 1.027 -4.072 -2.624
O1 1.669 -4.116 -0.002
N3 -0.307 -1.205 0.634
C9 -0.018 -1.980 1.931
C10 1.373 -1.530 2.687
N4 1.717 -0.060 2.574
N5 1.343 -1.807 4.208
N6 2.624 -2.278 2.224
C11 -0.738 0.274 0.502
C12 -1.083 1.374 1.706
F2 0.008 2.322 1.991
F3 -2.219 2.228 1.179
C13 -1.810 0.707 3.031
F4 -2.805 -0.330 2.551
F5 -0.893 0.231 4.079
C14 -2.840 1.770 3.816
F6 -4.236 1.731 3.238
F7 -3.009 1.144 5.181
F8 -2.293 3.125 3.979
H1 0.955 3.671 -0.300
H2 2.557 2.967 -1.211
H3 1.541 1.867 -0.051
H4 1.180 1.370 -2.651
H5 -0.367 3.850 -3.665
H6 1.314 4.381 -2.779
H7 1.309 3.109 -4.197
H8 -1.699 1.895 -2.616
H9 -1.249 2.786 -1.041
H10 0.132 0.086 -4.026
H11 -2.529 -1.196 -4.789
H12 -2.114 0.692 -4.645
H13 -2.841 -0.230 -3.176
H14 0.474 -4.663 -3.270
H15 1.565 -3.312 -3.075
H16 2.339 -3.373 -0.140
H17 -0.860 -1.901 2.735
H18 0.070 -3.155 1.747
H19 1.806 0.391 3.512
H20 2.610 0.121 2.072
H21 1.918 -2.649 4.435
H22 0.368 -1.962 4.540
H23 2.991 -1.883 1.314
H24 3.357 -1.967 2.931

(2)
A structure of composition C14H24N3O3S2Y at a distorted geometry. Source: the OMol25 dataset; level of theory: wB97M-V/def2-TZVPD.

Kohn-Sham gap	8.3	eV
charge	+2
calculated total energy	-48221.58085	eV
energy relative to the best compared isomer or geometry (same formula, charge and spin)	166.0	kJ/mol
molar mass	435.4	g mol⁻¹

Cartesian coordinates (Å):
Y1 0.488 0.647 1.289
C1 4.610 -0.570 0.538
O1 3.259 -0.388 1.048
C2 2.235 -0.162 0.184
O2 2.343 -0.120 -1.019
H1 4.954 -1.549 0.859
H2 5.231 0.207 0.974
H3 4.608 -0.501 -0.544
N1 1.074 1.032 3.757
H4 1.794 1.753 3.809
H5 1.484 0.219 4.216
H6 0.333 1.351 4.379
C3 2.574 2.985 -2.376
N2 1.168 3.311 -2.179
C4 0.316 3.698 -3.314
C5 -1.060 3.929 -2.659
N3 -0.790 3.601 -1.250
C6 0.498 3.311 -1.050
S1 1.218 3.074 0.505
H7 2.663 2.264 -3.187
H8 2.978 2.551 -1.469
H9 3.131 3.885 -2.634
H10 0.300 2.898 -4.052
H11 0.720 4.593 -3.784
H12 -1.824 3.271 -3.065
H13 -1.397 4.958 -2.760
H14 -1.380 3.911 -0.497
C7 -1.186 -5.782 1.702
C8 -1.519 -4.427 1.145
C9 -1.295 -3.268 1.898
C10 -1.573 -2.020 1.373
C11 -2.075 -1.914 0.079
C12 -2.304 -3.047 -0.685
C13 -2.039 -4.295 -0.140
S2 -2.327 -0.337 -0.675
C14 -3.683 0.282 0.307
O3 -1.121 0.494 -0.188
H15 -1.129 -5.769 2.788
H16 -0.218 -6.113 1.319
H17 -1.924 -6.523 1.397
H18 -0.918 -3.357 2.909
H19 -1.454 -1.144 2.010
H20 -2.684 -2.956 -1.696
H21 -2.224 -5.185 -0.729
H22 -3.395 0.288 1.358
H23 -4.541 -0.372 0.150
H24 -3.916 1.287 -0.041

(3)
The ion C14H24N5O3 with charge +1 at a distorted geometry. Source: the OMol25 dataset; level of theory: wB97M-V/def2-TZVPD.

Kohn-Sham gap	10.1	eV
charge	+1
structure (SMILES)	CNC(=O)[C@H](NC(=O)[C@@H](Cc1c[nH]c[nH+]1)NC(C)=O)C(C)C
calculated total energy	-28496.37699	eV
energy relative to the best compared isomer or geometry (same formula, charge and spin)	23.4	kJ/mol
molar mass	310.4	g mol⁻¹

Cartesian coordinates (Å):
C1 0.987 0.906 -4.268
N1 -0.030 1.293 -3.305
C2 -0.237 0.741 -2.094
O1 0.351 -0.269 -1.719
C3 -1.421 1.364 -1.291
N2 -1.010 2.109 -0.058
C4 -0.293 1.803 1.028
O2 -0.262 2.646 1.929
C5 0.464 0.468 1.262
C6 1.936 0.587 0.984
C7 2.602 -0.716 0.813
C8 3.737 -1.192 1.468
N3 3.929 -2.492 0.993
C9 2.966 -2.757 0.089
N4 2.094 -1.717 -0.012
N5 0.257 0.045 2.662
C10 0.197 -1.221 3.092
C11 -0.235 -1.376 4.498
O3 0.482 -2.195 2.407
C12 -2.556 0.304 -0.964
C13 -3.728 1.004 -0.324
C14 -3.055 -0.292 -2.295
H1 0.799 1.421 -5.215
H2 1.965 1.224 -3.905
H3 0.986 -0.178 -4.432
H4 -0.578 2.123 -3.523
H5 -1.853 2.119 -1.904
H6 -1.425 3.020 0.046
H7 0.040 -0.299 0.600
H8 2.174 1.126 0.060
H9 2.428 1.117 1.807
H10 4.281 -0.618 2.182
H11 4.700 -3.065 1.230
H12 2.878 -3.716 -0.419
H13 1.156 -1.705 -0.486
H14 0.047 0.777 3.336
H15 -1.166 -0.853 4.627
H16 -0.383 -2.414 4.714
H17 0.523 -1.028 5.174
H18 -2.172 -0.474 -0.360
H19 -3.452 1.592 0.540
H20 -4.173 1.771 -0.970
H21 -4.492 0.272 -0.032
H22 -2.199 -0.773 -2.768
H23 -3.405 0.531 -2.978
H24 -3.856 -1.012 -2.223

(4)
The ion C14H25BrN2OP with charge +1 at a distorted geometry. Source: the OMol25 dataset; level of theory: wB97M-V/def2-TZVPD.

Kohn-Sham gap	7.4	eV
charge	+1
structure (SMILES)	CCCCCCc1[nH]/c(=[NH+]\CCC)ccc1P(O)Br
calculated total energy	-99265.92114	eV
molar mass	348.2	g mol⁻¹

Cartesian coordinates (Å):
C1 3.925 0.661 1.170
C2 3.239 1.654 0.027
C3 3.026 0.701 -1.331
C4 1.893 1.256 -2.331
C5 0.619 0.340 -2.689
C6 0.536 -1.158 -2.066
C7 -0.094 -1.190 -0.518
N1 -0.389 0.106 0.261
C8 -0.960 0.074 1.686
N2 -1.268 1.378 2.391
C9 -2.198 2.263 1.588
C10 -3.544 1.520 1.018
C11 -3.475 1.542 -0.653
C12 -1.269 -1.321 2.526
C13 -0.991 -2.747 1.762
C14 -0.411 -2.665 0.203
P1 -0.144 -4.360 -0.673
O1 0.447 -5.459 0.541
Br1 -2.251 -5.098 -1.288
H1 4.524 -0.185 0.579
H2 3.116 0.071 1.805
H3 4.712 1.227 1.849
H4 2.226 2.120 0.407
H5 4.030 2.494 -0.248
H6 2.937 -0.391 -0.939
H7 4.075 0.765 -1.897
H8 2.426 1.560 -3.355
H9 1.489 2.289 -1.890
H10 -0.363 0.923 -2.348
H11 0.549 0.256 -3.877
H12 -0.227 -1.803 -2.713
H13 1.580 -1.732 -2.101
H14 -0.244 1.070 -0.140
H15 -1.650 1.222 3.359
H16 -1.567 2.708 0.702
H17 -2.528 3.170 2.288
H18 -3.713 0.427 1.401
H19 -4.481 2.148 1.406
H20 -4.570 1.270 -1.041
H21 -2.695 0.751 -1.073
H22 -3.186 2.619 -1.033
H23 -1.672 -1.242 3.622
H24 -1.208 -3.743 2.339
H25 -0.250 -5.492 1.271

(5)
A structure of composition C14H25I2OP2Zr at a distorted geometry. Source: the OMol25 dataset; level of theory: wB97M-V/def2-TZVPD.

Kohn-Sham gap (alpha / beta)	3.8 / 3.8	eV
charge	+3
calculated total energy	-52998.19100	eV
molar mass	616.3	g mol⁻¹

Cartesian coordinates (Å):
I1 4.117 -2.121 -0.061
I2 1.927 -1.956 1.844
Zr1 -0.433 -0.116 0.904
P1 0.951 1.931 1.691
C1 2.753 1.601 1.873
C2 1.147 3.036 0.225
H1 1.516 4.076 0.417
H2 0.871 3.983 3.193
H3 0.213 3.170 -0.347
H4 -0.719 3.240 2.752
H5 3.118 1.220 0.901
H6 1.775 2.532 -0.534
C3 0.336 3.033 3.016
H7 3.316 2.491 2.204
H8 0.334 2.482 3.970
H9 2.883 0.772 2.568
P2 -1.473 -1.832 -0.798
C4 -0.306 -3.219 -1.160
C5 -3.088 -2.641 -0.421
H10 -2.054 -0.262 -2.622
H11 -2.199 -1.937 -3.227
H12 -0.603 -1.174 -3.002
C6 -1.610 -1.267 -2.557
H13 -3.845 -1.840 -0.464
H14 -3.410 -3.497 -1.042
H15 -0.815 -4.005 -1.729
H16 0.062 -3.616 -0.213
H17 -3.025 -2.996 0.621
H18 0.549 -2.814 -1.724
C7 1.125 -0.210 -0.655
O1 1.930 -0.185 -1.522
C8 -1.433 1.562 -0.302
C9 -2.803 1.920 -0.838
C10 -2.937 2.836 -1.897
C11 -4.155 3.415 -2.166
C12 -5.299 2.875 -1.554
C13 -5.190 1.713 -0.743
C14 -3.910 1.227 -0.401
H19 -0.760 1.255 -1.182
H20 -1.136 2.648 -0.110
H21 -2.026 3.003 -2.455
H22 -4.178 4.269 -2.842
H23 -6.226 3.434 -1.615
H24 -6.090 1.193 -0.359
H25 -3.716 0.272 0.165